No. 1
The following is a quantum chemistry calculation of a molecular structure, C6H10O, from the OMol25 dataset.

The geometry in XYZ format:
```
17
C6H10O (ωB97M-V/def2-TZVPD)
C 0.04333 1.91573 -0.05552
C -0.78416 0.76025 -0.58223
O -0.05798 0.04636 -1.58999
C 0.18194 -1.29108 -1.16283
C -0.00752 -1.31658 0.34894
C 0.94678 -0.42099 1.05466
C -0.90062 -0.17358 0.55156
H 0.85938 1.07223 0.50203
H -0.34722 2.31109 0.89055
H 0.07597 2.76223 -0.78146
H -1.75778 1.08983 -0.97581
H -0.52903 -1.98585 -1.62983
H 1.19946 -1.56838 -1.45711
H -0.21973 -2.26633 0.81523
H 1.97538 -0.42067 0.62666
H 0.99508 -0.46939 2.13293
H -1.67327 -0.04488 1.31223
```

Properties
Energy above the lowest of the compared OMol25 structures with the same formula, charge and spin in kJ/mol: 402.6
E_LUMO in hartree: 0.029
HOMO energy in eV: -8.11

***

No. 2
The following is a quantum chemistry calculation of a molecular structure, C6H10O, from the OMol25 dataset.

The geometry in XYZ format:
```
17
C6H10O (ωB97M-V/def2-TZVPD)
C 2.50920 -0.07530 0.21959
C 1.13588 0.44859 -0.19180
C -0.02312 -0.24396 0.52755
O -0.91038 0.68117 1.21777
C -2.03408 0.10587 0.56449
C -1.95449 0.32338 -0.90811
C -1.19533 -0.81334 -0.26710
H 2.61518 -1.14198 -0.00875
H 2.66836 0.05393 1.29588
H 3.30904 0.45822 -0.30410
H 1.00469 0.34767 -1.27643
H 1.06458 1.51768 0.03455
H 0.34769 -0.97630 1.25815
H -2.94068 -0.04987 1.14042
H -2.82585 0.02033 -1.48284
H -1.42909 1.19823 -1.28705
H -1.34161 -1.85431 -0.53221
```

Properties
Energy above the lowest of the compared OMol25 structures with the same formula, charge and spin in kJ/mol: 173.6
E_LUMO in hartree: 0.043
HOMO energy in eV: -9.21

***

No. 3
The following is a quantum chemistry calculation of a single C6H10O molecule, from the OMol25 dataset.

The geometry in XYZ format:
```
17
C6H10O (ωB97M-V/def2-TZVPD)
C -1.44924 -1.07022 -0.66949
C -0.04809 -0.93131 -0.08853
C 0.10368 -0.39088 1.32495
C 1.09797 0.49851 1.42727
C 1.07885 1.13259 0.08699
O -0.40281 1.73287 0.36966
C 0.85738 0.01408 -0.91238
H -1.90471 -0.08471 -0.80464
H -1.40312 -1.56687 -1.64757
H -2.09343 -1.67120 -0.02023
H 0.39483 -1.93435 -0.03089
H -0.58060 -0.66752 2.11931
H 1.42000 1.03584 2.31266
H 1.87453 1.85950 -0.15218
H -1.06795 2.09103 -0.25365
H 0.35626 0.44244 -1.78347
H 1.76644 -0.48981 -1.27779
```

Properties
Energy above the lowest of the compared OMol25 structures with the same formula, charge and spin in kJ/mol: 199.0
E_LUMO in hartree: 0.037
SMILES: C[C@@H]1C=C[C@H](O)C1
HOMO energy in eV: -8.79

***

No. 4
The following is a quantum chemistry calculation of 2 unconnected molecules or ions with the total composition C6H10O, from the OMol25 dataset.

The geometry in XYZ format:
```
17
C6H10O (ωB97M-V/def2-TZVPD)
C 0.09317 -1.18599 -1.63807
C -0.22648 -0.57773 -0.30438
C -1.26637 0.52075 -0.04973
C -0.34544 1.04069 1.06772
O -0.42926 1.94991 1.85000
C 0.69968 0.01482 0.76080
C -0.01670 -1.30615 0.97496
H 0.26082 -0.43488 -2.41634
H 0.98678 -1.81534 -1.57526
H -0.73808 -1.82323 -1.95977
H -2.28737 0.22278 0.20889
H -1.28898 1.27018 -0.85002
H 1.78001 0.10849 0.79089
H 0.63403 -2.17374 0.95258
H -0.81448 -1.36317 1.71199
H 1.30756 2.83175 0.56389
H 1.65111 2.72085 -0.08814
```

Properties
Energy above the lowest of the compared OMol25 structures with the same formula, charge and spin in kJ/mol: 195.4
E_LUMO in hartree: 0.032
SMILES: C[C@]12CC(=O)[C@H]1C2.[H][H]
HOMO energy in eV: -9.53

***

No. 5
The following is a quantum chemistry calculation of a single C6H10O molecule, from the OMol25 dataset.

The geometry in XYZ format:
```
17
C6H10O (ωB97M-V/def2-TZVPD)
C -1.22063 -1.74947 0.15576
C -0.73966 -0.39558 -0.23929
C -1.29811 0.80653 -0.43014
C -0.00767 1.47633 -0.85694
C 0.66187 0.09414 -0.56914
C 1.64332 0.07102 0.59871
O 1.07625 0.53307 1.80807
H -2.24863 -1.71819 0.52968
H -1.19078 -2.43195 -0.70264
H -0.57875 -2.17584 0.93580
H -2.31981 1.17151 -0.35409
H 0.35408 2.30654 -0.23745
H 0.02752 1.78196 -1.90838
H 1.12741 -0.37246 -1.44696
H 2.51965 0.68817 0.34929
H 2.00174 -0.95692 0.75372
H 0.19222 0.87115 1.61400
```

Properties
Energy above the lowest of the compared OMol25 structures with the same formula, charge and spin in kJ/mol: 109.7
E_LUMO in hartree: 0.038
SMILES: CC1=CC[C@H]1CO
HOMO energy in eV: -9.40

***

No. 6
The following is a quantum chemistry calculation of a molecular structure, C6H10O, from the OMol25 dataset.

The geometry in XYZ format:
```
17
C6H10O (ωB97M-V/def2-TZVPD)
O -0.56215 1.93135 1.12652
C -0.83394 1.08114 0.01449
C 0.39448 0.84663 -0.87151
C 1.35031 -0.16417 -0.22922
C 0.64884 -1.51513 -0.02622
C -0.68053 -1.44097 0.68069
C -1.37597 -0.22216 0.57036
H 0.06484 1.46056 1.69757
H -1.61056 1.61289 -0.55181
H 0.88566 1.81108 -1.05211
H 0.06380 0.46027 -1.84823
H 1.69188 0.21983 0.74546
H 2.25494 -0.28631 -0.83799
H 0.50717 -2.01876 -0.99783
H 1.27848 -2.20471 0.55002
H -1.71830 -1.43514 -0.03687
H -2.35896 -0.13640 1.06668
```

Properties
Energy above the lowest of the compared OMol25 structures with the same formula, charge and spin in kJ/mol: 300.6
E_LUMO in hartree: 0.031
HOMO energy in eV: -8.21

***

No. 7
The following is a quantum chemistry calculation of a single C6H10O molecule, from the OMol25 dataset.

The geometry in XYZ format:
```
17
C6H10O (ωB97M-V/def2-TZVPD)
C -1.96819 0.71646 0.79554
C -0.68191 0.32326 0.13205
C -0.07043 0.91474 -0.89624
C 1.21171 0.21769 -1.28782
C 1.08865 -1.13090 -0.55271
C 0.14850 -0.84773 0.63338
O 0.81205 -0.52175 1.84906
H -2.07232 1.80326 0.87722
H -2.02540 0.29385 1.80376
H -2.82672 0.34735 0.21763
H -0.43763 1.80558 -1.40149
H 2.08747 0.79558 -0.95863
H 1.31430 0.09382 -2.36995
H 0.59396 -1.85321 -1.21691
H 2.04117 -1.57152 -0.23920
H -0.45551 -1.72076 0.89632
H 1.24031 0.33429 1.71798
```

Properties
Energy above the lowest of the compared OMol25 structures with the same formula, charge and spin in kJ/mol: 6.9
E_LUMO in hartree: 0.035
SMILES: CC1=CCC[C@H]1O
HOMO energy in eV: -9.21

***

No. 8
The following is a quantum chemistry calculation of a single C6H10O molecule, from the OMol25 dataset.

The geometry in XYZ format:
```
17
C6H10O (ωB97M-V/def2-TZVPD)
C 0.37712 1.39723 0.39288
C 1.43674 0.59255 0.47169
C 1.56341 -0.64159 -0.39384
O 0.51659 -1.60888 -0.30797
C -0.62200 -1.29434 0.46434
C -1.51975 -0.20584 -0.13263
C -0.76509 1.07724 -0.53727
H 0.31028 2.28227 1.02283
H 2.25402 0.82401 1.15132
H 2.50282 -1.16082 -0.16865
H 1.62144 -0.32014 -1.44736
H -0.33078 -1.01415 1.48550
H -1.18939 -2.22839 0.53107
H -2.27679 0.03292 0.62530
H -2.05258 -0.59647 -1.00807
H -0.35988 0.94867 -1.55189
H -1.46617 1.91574 -0.59725
```

Properties
Energy above the lowest of the compared OMol25 structures with the same formula, charge and spin in kJ/mol: 77.9
E_LUMO in hartree: 0.041
SMILES: C1=CCOCCC1
HOMO energy in eV: -9.20

***

No. 9
The following is a quantum chemistry calculation of a single C6H10O molecule, from the OMol25 dataset.

The geometry in XYZ format:
```
17
C6H10O (ωB97M-V/def2-TZVPD)
C -2.22432 -0.21075 0.36226
C -1.04474 0.71520 0.41724
C 0.17105 0.53002 -0.10009
C 1.26005 1.56099 0.05278
C 0.59298 -0.71131 -0.84370
C 1.29836 -1.72272 0.04172
O 1.25898 -1.72639 1.24717
H -3.12355 0.32893 0.04273
H -2.07772 -1.05201 -0.32146
H -2.43433 -0.62668 1.35516
H -1.21367 1.64262 0.96660
H 1.47415 2.04826 -0.90811
H 0.98381 2.33647 0.77304
H 2.19366 1.09806 0.39615
H 1.27022 -0.46501 -1.67417
H -0.25377 -1.24063 -1.30233
H 1.86885 -2.50505 -0.50502
```

Properties
Energy above the lowest of the compared OMol25 structures with the same formula, charge and spin in kJ/mol: 38.8
E_LUMO in hartree: 0.037
SMILES: C/C=C(/C)CC=O
HOMO energy in eV: -9.06

***

No. 10
The following is a quantum chemistry calculation of a single C6H10O molecule, from the OMol25 dataset.

The geometry in XYZ format:
```
17
C6H10O (ωB97M-V/def2-TZVPD)
C 0.52938 -1.11896 -1.51191
C -0.22044 -0.25350 -0.47066
C -0.19980 1.28747 -0.62421
C 0.31758 1.43343 0.83880
C 0.42633 -0.12060 0.89228
C -0.83184 -0.81843 1.42889
O -1.39026 -0.88282 0.08845
H -0.14223 -1.24496 -2.35447
H 1.46585 -0.66269 -1.88557
H 0.82710 -2.13370 -1.17768
H 0.55421 1.59338 -1.35537
H -1.15663 1.74648 -0.86893
H -0.44364 1.85513 1.51568
H 1.21819 2.03893 0.99154
H 1.25384 -0.70119 0.50440
H -1.47438 -0.21073 2.09183
H -0.73327 -1.80724 1.89693
```

Properties
Energy above the lowest of the compared OMol25 structures with the same formula, charge and spin in kJ/mol: 237.8
E_LUMO in hartree: 0.039
SMILES: C[C@]12CC[C@H]1CO2
HOMO energy in eV: -9.21

***

No. 11
The following is a quantum chemistry calculation of 2 unconnected molecules or ions with the total composition C6H10O, from the OMol25 dataset.

The geometry in XYZ format:
```
17
C6H10O (ωB97M-V/def2-TZVPD)
C 0.17582 1.28089 -0.41762
C 1.38945 0.50475 0.21242
C 1.17946 0.20606 1.71457
C 2.07193 -0.31522 -0.51616
O 2.84641 -0.91684 -1.12102
H 0.27031 2.29327 -0.73084
H -0.59888 1.04278 0.27596
H -0.11045 0.74224 -1.36310
H 1.20449 1.19423 2.20622
H 1.93924 -0.45318 1.93356
H 0.22702 -0.23148 1.99059
C -1.37006 -1.45511 0.31926
C -0.25145 -1.96194 -0.05909
H -1.80378 -1.47847 1.29910
H -2.00154 -0.78377 -0.24768
H 0.27082 -2.60264 0.69552
H 0.09809 -1.66127 -1.02322
```

Properties
Energy above the lowest of the compared OMol25 structures with the same formula, charge and spin in kJ/mol: 254.7
E_LUMO in hartree: 0.034
SMILES: CC(C)=C=O.C=C
HOMO energy in eV: -8.53

***

No. 12
The following is a quantum chemistry calculation of a single C6H10O molecule, from the OMol25 dataset.

The geometry in XYZ format:
```
17
C6H10O (ωB97M-V/def2-TZVPD)
C 2.21623 -0.04236 -0.11118
C 0.73700 -0.13397 -0.01357
C 0.04622 -0.89674 0.83853
C -1.39461 -0.92660 0.44265
C -1.59347 0.21394 -0.56780
C -0.21775 0.90271 -0.58392
O -0.19539 2.00722 0.31917
H 2.53723 0.83797 0.45106
H 2.57365 0.06678 -1.14140
H 2.68379 -0.93251 0.32142
H 0.40817 -1.67369 1.50248
H -2.22473 -1.32504 1.03178
H -0.89970 -1.73133 -0.16408
H -1.81238 -0.28246 -1.51572
H -2.38253 0.96178 -0.40108
H 0.03298 1.31892 -1.56459
H -0.51469 1.63539 1.15625
```

Properties
Energy above the lowest of the compared OMol25 structures with the same formula, charge and spin in kJ/mol: 154.8
E_LUMO in hartree: 0.033
SMILES: CC1=CCC[C@H]1O
HOMO energy in eV: -8.36

***

Energy across the listed records, respectively: -8427.068 -8429.441 -8429.177 -8429.215 -8430.103 -8428.125 -8431.169 -8430.433 -8430.838 -8428.776 -8428.600 -8429.636 eV.
Strongest force on any atom across the listed records, respectively: 3.50 0.40 1.52 0.51 0.38 2.61 0.40 0.35 0.52 2.91 3.49 2.83 eV/A.